1.
The following is a DFT calculation (the ωB97M-V functional and the def2-TZVPD basis) of C9H12NO6S2 as an isolated structure.

Summary:
HOMO = -5.9 eV
LUMO level = 3.00 eV
HOMO-LUMO gap = 8.85 eV

```
! RIJCOSX wB97M-V def2-TZVPD def2/J DEFGRID3
* xyz -1 1
C -2.58990 -3.30748 -0.53867
C -1.44213 -2.63673 0.21839
O -0.97012 -3.49443 1.28063
C -0.22422 -2.35122 -0.64914
O -0.66736 -1.71300 -1.85331
S 0.40235 -0.78892 -2.60855
O -0.30991 -0.38895 -3.78488
O 1.59855 -1.57412 -2.75183
N 0.75220 0.40668 -1.62208
S -0.32519 1.38485 -0.99158
O -1.39429 0.72107 -0.26991
O -0.73220 2.46431 -1.86065
C 0.68857 2.13868 0.27206
C 0.03877 2.97194 1.17866
C 0.76083 3.59261 2.18593
C 2.12929 3.38817 2.28957
C 2.77250 2.56107 1.37922
C 2.05329 1.93321 0.36601
H -3.54295 -2.82555 -0.31750
H -2.44177 -3.27612 -1.61589
H -2.66026 -4.35026 -0.22255
H -1.78727 -1.70022 0.64989
H -1.15906 -3.06636 2.11795
H 0.28043 -3.28917 -0.89779
H 0.46638 -1.70101 -0.11193
H -1.02922 3.12319 1.08148
H 0.25054 4.23560 2.89321
H 2.69613 3.86578 3.07957
H 3.84015 2.38996 1.45005
H 2.54584 1.28640 -0.34637
*
```

Löwdin atomic charge list, values in e, 4 entries: C -0.03; C -0.39; O -0.05; C -0.18


2.
The following is a DFT calculation (the ωB97M-V functional and the def2-TZVPD basis) of an isolated ion of composition C22H42N2O9P and charge +1 in a non-equilibrium geometry.

Summary:
HOMO = -11.3 eV
LUMO level = -2.84 eV
HOMO-LUMO gap = 8.49 eV
SMILES = C=C[C@H]1O[C@@](N=C(C)C)(P(=O)(O)O)[C@@H](OCC)[N@@H+](CCCOC)[C@@]1(CCCCOC=O)COC

```
! RIJCOSX wB97M-V def2-TZVPD def2/J DEFGRID3
* xyz 1 1
C 1.02151 -1.19293 4.23382
C 1.39363 -0.86776 2.96694
C 0.46139 -0.13177 2.05595
O 1.23216 0.91410 1.42494
C 0.63381 1.62620 0.38611
N -0.37911 2.61812 0.71650
C -0.49715 3.01902 1.93040
C -1.90298 3.08965 2.51046
C 0.57981 3.50191 2.85719
P 2.02264 2.66520 -0.38553
O 2.69589 3.48152 0.59714
O 3.11585 1.78790 -1.16770
O 1.35971 3.65663 -1.48213
C 0.01956 0.69462 -0.70425
O 0.51067 0.95116 -1.97871
C -0.47075 0.73548 -3.02156
C 0.23287 0.94642 -4.37899
N 0.00356 -0.76855 -0.35354
C 1.12842 -1.58642 -0.89545
C 2.49828 -1.38970 -0.27424
C 3.64196 -2.04713 -1.08584
O 3.29371 -2.34659 -2.42967
C 4.07232 -1.63918 -3.38141
C -0.37296 -1.02650 1.08880
C -1.84012 -0.47356 1.31851
C -3.00546 -1.15333 0.58397
C -3.39788 -0.49357 -0.77164
C -4.27285 0.76101 -0.59663
O -5.08736 0.96840 -1.75472
C -4.28189 1.44253 -2.76267
O -4.21748 0.89741 -3.76700
C -0.50777 -2.51131 1.43409
O 0.67921 -3.23644 1.59904
C 0.57888 -4.30356 2.52453
H 0.93847 -2.21962 4.58714
H 0.84192 -0.39082 4.95712
H 2.41142 -1.13231 2.67440
H -0.20460 0.38379 2.76723
H -2.65797 2.76936 1.79471
H -1.91231 2.39200 3.35907
H -2.08394 4.08244 2.93381
H 1.42781 2.82181 2.94470
H 0.18888 3.79506 3.83219
H 0.97829 4.41904 2.40518
H 2.88886 1.63657 -2.09836
H 0.44926 3.38962 -1.68274
H -1.03315 0.99434 -0.77446
H -0.87823 -0.27898 -2.95615
H -1.23147 1.51649 -2.90934
H -0.00056 0.11228 -5.04002
H 1.30857 1.06517 -4.24570
H -0.13651 1.86373 -4.84002
H -0.81102 -1.13593 -0.86056
H 1.22562 -1.42292 -1.97309
H 0.90769 -2.65605 -0.84324
H 2.50677 -1.90128 0.69259
H 2.79156 -0.36179 -0.05601
H 3.98226 -2.97587 -0.61437
H 4.50140 -1.36762 -1.08108
H 5.04211 -2.14013 -3.49076
H 4.20109 -0.57825 -3.13258
H 3.58770 -1.68073 -4.36048
H -1.99058 -0.60323 2.39328
H -1.89235 0.60581 1.14544
H -2.95518 -2.22777 0.40200
H -3.89907 -1.01453 1.20433
H -2.53580 -0.30753 -1.42447
H -4.02306 -1.22059 -1.30047
H -4.93566 0.58485 0.25331
H -3.66602 1.64858 -0.35514
H -3.73074 2.37764 -2.55137
H -1.02369 -2.98383 0.57383
H -1.21578 -2.60881 2.26252
H -0.19125 -4.15575 3.29251
H 1.52969 -4.42552 3.04860
H 0.35755 -5.25766 2.02970
*
```

Löwdin atomic charge list, values in e, 4 entries: C 0.06; C -0.09; C -0.22; O -0.05


3.
The following is a DFT calculation (the ωB97M-V functional and the def2-TZVPD basis) of C34H28IrN3O7S5 as an isolated structure in a non-equilibrium geometry.

Summary:
HOMO (spin up / spin down) = -10.9 / -10.9 eV
LUMO level (spin up / spin down) = -2.98 / -5.08 eV
HOMO-LUMO gap (spin up / spin down) = 7.90 / 5.82 eV
Expectation value of S² = 8.799

```
! RIJCOSX wB97M-V def2-TZVPD def2/J DEFGRID3
* xyz 1 6
Ir 0.81114 -0.00229 0.61129
O -4.60306 3.27271 -0.11421
C -3.40306 2.73371 0.08369
C -3.05046 2.08081 1.26719
C -1.80296 1.49251 1.35789
N -0.91526 1.54721 0.37499
C -1.21196 2.22021 -0.74221
C -2.44466 2.81591 -0.93621
C -0.11426 2.41331 -1.73941
O -0.11936 3.22801 -2.61861
O 0.91224 1.59281 -1.44681
C -1.40156 0.69591 2.62869
O -2.21306 0.62941 3.52709
O -0.25176 0.17111 2.57739
H -5.15956 3.18401 0.67249
H -3.71396 2.00541 2.11799
H -2.65316 3.34431 -1.85291
O 2.82924 0.27021 -0.16721
C 3.08244 1.56231 -0.55431
C 2.57404 2.49711 0.52369
C 2.27384 2.12851 1.81099
C 1.74084 3.20201 2.56409
C 1.62774 4.34101 1.83879
S 2.16954 4.14301 0.21599
C 4.54454 1.74421 -0.82171
C 5.35864 2.80601 -0.56481
C 6.69994 2.55911 -0.92441
C 6.88134 1.31601 -1.44271
S 5.42214 0.41421 -1.49711
C 2.21764 1.79941 -1.81191
C 2.68194 2.09661 -3.03971
C 1.95894 2.18711 -4.26491
C 0.88534 1.44541 -4.67391
S 0.16904 0.13601 -3.89151
H 2.54854 1.17871 2.24319
H 1.46544 3.12541 3.59959
H 1.27494 5.30041 2.15499
H 5.01244 3.72911 -0.14011
H 7.49004 3.27431 -0.79681
H 7.79044 0.87241 -1.79371
H 3.73074 2.36041 -3.09281
H 2.35804 2.89321 -4.98131
H 0.45914 1.66941 -5.64491
O 1.30734 -1.81839 -0.89671
S 2.22494 -2.26119 0.18569
C 3.71534 -2.91069 -0.67321
C 3.95084 -4.26969 -0.05131
C 2.58454 -4.95099 -0.00451
C 1.63104 -3.95859 0.64099
H 4.53174 -2.20679 -0.54431
H 3.42304 -2.95929 -1.72021
H 4.33894 -4.14779 0.96199
H 4.66834 -4.85089 -0.62911
H 2.62914 -5.88109 0.56039
H 2.25444 -5.17889 -1.01831
H 1.65484 -4.01659 1.72709
H 0.60324 -4.03479 0.29389
S -5.15126 -3.22989 -0.32711
C -3.51796 -2.56939 -0.08951
C -2.89746 -1.90559 -1.14521
C -1.65976 -1.33219 -0.92291
N -1.04826 -1.38809 0.25439
C -1.60216 -2.08059 1.24179
C -2.83496 -2.69109 1.11619
C -5.96466 -2.34159 1.01329
C -5.80946 -2.68529 2.34569
C -6.40966 -1.86429 3.29399
N -7.14926 -0.82509 2.97039
C -7.35066 -0.54049 1.70029
C -6.76276 -1.26069 0.66949
H -3.38196 -1.82259 -2.10531
H -1.13536 -0.81189 -1.71371
H -1.04836 -2.13239 2.16859
H -3.23736 -3.24549 1.94589
H -5.26236 -3.56269 2.65009
H -6.28646 -2.04969 4.35179
H -7.99666 0.30271 1.49679
H -6.92336 -0.99449 -0.36321
*
```

Löwdin atomic charge list, values in e, 4 entries: Ir 1.57; O 0.12; C -0.26; C 0.10


4.
The following is a DFT calculation (the ωB97M-V functional and the def2-TZVPD basis) of a 2-piece molecular cluster, C2H6ClN overall in a non-equilibrium geometry.

Summary:
Energy above the lowest of the compared OMol25 structures with the same formula, charge and spin = 3.1904 eV
HOMO = -8.2 eV
LUMO level = 0.82 eV
HOMO-LUMO gap = 9.03 eV

```
! RIJCOSX wB97M-V def2-TZVPD def2/J DEFGRID3
* xyz 0 1
C -1.09711 -1.24602 0.16148
C 0.57124 0.23799 -0.45459
N 0.47322 1.44299 0.25293
Cl 2.15843 -0.57758 0.01653
H -1.42584 -0.80213 1.08687
H -0.65352 -2.12827 0.24771
H -1.77728 -1.13188 -0.76823
H 0.44702 0.35148 -1.56938
H 0.51468 2.41404 -0.15599
H 0.78917 1.43938 1.18266
*
```

Löwdin atomic charge list, values in e, 4 entries: C 0.05; C -0.61; N -0.08; Cl 0.44